{
  "formula": "CHNO2S",
  "method": "ωB97M-V/def2-TZVPD",
  "total_charge": 0,
  "total_energy_ha": -642.01591,
  "relative_energy_kj_mol": 196.10,
  "gap_ev": [8.30, 8.24],
  "species": ["C", "N", "O", "O", "S", "H"],
  "xyz": [[3.01, -0.60, -2.37], [-1.72, 0.63, 1.32], [3.60, -1.46, -2.76], [-2.94, 0.45, 1.21], [-0.54, 0.07, 0.26], [-1.41, 0.92, 2.34]],
  "nbo_charge": [0.495, -0.125, -0.494, -0.313, 0.058, 0.379]
}

---

{
  "formula": "C5H9NO",
  "method": "ωB97M-V/def2-TZVPD",
  "smiles": "C=CCCNC=O",
  "total_charge": 0,
  "total_energy_ha": -325.88221,
  "relative_energy_kj_mol": 145.31,
  "gap_ev": 10.65,
  "species": ["O", "C", "N", "C", "C", "C", "C", "H", "H", "H", "H", "H", "H", "H", "H", "H"],
  "xyz": [[-2.42, -0.43, 2.83], [-1.62, 0.36, 2.37], [-0.74, -0.01, 1.38], [0.05, 0.90, 0.58], [0.13, 0.50, -0.91], [0.81, -0.84, -1.04], [1.42, -1.23, -2.14], [-1.48, 1.41, 2.70], [-0.94, -0.94, 1.04], [-0.30, 1.92, 0.71], [1.10, 0.90, 0.92], [0.79, 1.21, -1.42], [-0.83, 0.61, -1.42], [0.64, -1.56, -0.24], [1.67, -0.55, -2.95], [1.72, -2.24, -2.40]],
  "nbo_charge": [-0.602, 0.534, -0.630, -0.211, -0.448, -0.190, -0.370, 0.111, 0.398, 0.203, 0.185, 0.219, 0.222, 0.191, 0.186, 0.203]
}

---

{
  "formula": "C45H44N6O3S3W",
  "method": "ωB97M-V/def2-TZVPD",
  "total_charge": 2,
  "total_energy_ha": -3556.57249,
  "relative_energy_kj_mol": 0.00,
  "gap_ev": 8.30,
  "species": ["W", "N", "S", "N", "S", "N", "S", "N", "C", "C", "C", "C", "C", "C", "C", "C", "C", "C", "C", "C", "C", "C", "C", "C", "C", "C", "C", "C", "C", "C", "C", "C", "C", "C", "C", "C", "C", "C", "C", "C", "C", "C", "C", "C", "H", "H", "H", "H", "H", "H", "H", "H", "H", "H", "H", "H", "H", "H", "H", "H", "H", "H", "H", "H", "H", "H", "H", "H", "H", "H", "H", "H", "H", "H", "C", "N", "C", "C", "C", "O", "N", "C", "O", "H", "H", "H", "H", "H", "C", "C", "C", "C", "O", "H", "H", "H", "H", "H", "H", "H", "H", "H"],
  "xyz": [[0.73, -0.54, -0.17], [0.17, -1.91, 0.88], [-0.32, -3.14, 1.74], [0.02, 0.73, 1.18], [-1.25, 1.52, 1.39], [-2.12, 1.88, 0.11], [-1.32, 1.70, -1.28], [-0.48, 0.47, -1.40], [-0.49, 3.26, -1.51], [0.69, 3.46, -0.81], [1.29, 4.71, -0.84], [0.70, 5.74, -1.57], [-0.48, 5.52, -2.26], [-1.09, 4.28, -2.23], [-2.59, 1.67, -2.49], [-3.93, 1.67, -2.14], [-4.87, 1.57, -3.16], [-4.46, 1.48, -4.48], [-3.11, 1.48, -4.81], [-2.16, 1.57, -3.81], [-2.42, 0.66, 2.40], [-2.97, 1.24, 3.53], [-3.89, 0.51, 4.27], [-4.24, -0.77, 3.87], [-3.68, -1.34, 2.73], [-2.77, -0.62, 1.98], [-0.87, 3.01, 2.24], [-1.43, 4.21, 1.82], [-1.08, 5.37, 2.49], [-0.21, 5.32, 3.56], [0.34, 4.11, 3.98], [0.02, 2.94, 3.31], [0.53, -2.99, 3.30], [0.86, -4.13, 4.02], [1.43, -3.98, 5.27], [1.66, -2.71, 5.79], [1.32, -1.58, 5.06], [0.74, -1.71, 3.80], [0.46, -4.56, 1.02], [-0.35, -5.63, 0.68], [0.24, -6.75, 0.09], [1.61, -6.76, -0.15], [2.40, -5.67, 0.20], [1.83, -4.56, 0.79], [1.14, 2.66, -0.23], [2.21, 4.88, -0.30], [1.17, 6.71, -1.60], [-0.93, 6.32, -2.83], [-2.02, 4.12, -2.76], [-4.23, 1.75, -1.11], [-5.93, 1.57, -2.92], [-5.20, 1.41, -5.27], [-2.80, 1.41, -5.84], [-1.10, 1.57, -4.04], [-2.70, 2.24, 3.84], [-4.34, 0.94, 5.15], [-4.96, -1.34, 4.45], [-3.97, -2.33, 2.42], [-2.34, -1.03, 1.08], [-2.11, 4.22, 0.98], [-1.51, 6.32, 2.17], [0.05, 6.24, 4.08], [1.02, 4.09, 4.81], [0.44, 2.00, 3.61], [0.68, -5.11, 3.61], [1.69, -4.86, 5.85], [2.11, -2.60, 6.77], [1.51, -0.60, 5.46], [0.47, -0.84, 3.22], [-1.41, -5.60, 0.87], [-0.37, -7.60, -0.19], [2.06, -7.63, -0.60], [3.47, -5.70, 0.02], [2.43, -3.70, 1.07], [4.62, 2.22, -3.52], [4.15, 1.44, -2.37], [5.03, 0.78, -1.60], [4.66, -0.02, -0.55], [3.28, -0.06, -0.32], [2.66, -0.81, 0.55], [2.41, 0.64, -1.03], [2.76, 1.33, -2.17], [1.97, 1.81, -2.95], [5.55, 2.71, -3.27], [3.86, 2.95, -3.77], [4.77, 1.56, -4.38], [6.07, 0.90, -1.87], [5.37, -0.57, 0.04], [1.09, -3.68, -2.83], [0.39, -2.34, -2.79], [0.74, -1.47, -3.99], [-1.11, -2.50, -2.63], [0.89, -1.66, -1.61], [0.78, -4.23, -3.71], [0.85, -4.27, -1.94], [2.18, -3.55, -2.87], [0.34, -1.92, -4.90], [1.83, -1.39, -4.09], [0.33, -0.47, -3.86], [-1.50, -3.07, -3.47], [-1.61, -1.54, -2.59], [-1.34, -3.06, -1.71]],
  "lowdin_charge": [1.763, -0.539, 1.101, -0.425, 0.822, -0.338, 0.851, -0.383, -0.302, -0.098, -0.047, -0.045, -0.041, -0.041, -0.342, -0.046, -0.044, -0.040, -0.041, -0.068, -0.301, -0.037, -0.041, -0.041, -0.052, -0.087, -0.345, -0.055, -0.041, -0.039, -0.044, -0.061, -0.376, -0.064, -0.047, -0.051, -0.055, -0.075, -0.428, -0.078, -0.052, -0.046, -0.051, -0.073, 0.084, 0.118, 0.117, 0.119, 0.117, 0.109, 0.118, 0.119, 0.120, 0.120, 0.116, 0.120, 0.119, 0.116, 0.088, 0.114, 0.120, 0.119, 0.118, 0.113, 0.118, 0.119, 0.117, 0.111, 0.076, 0.115, 0.118, 0.118, 0.118, 0.119, 0.017, -0.022, -0.006, 0.043, -0.464, -0.142, 0.048, -0.476, 0.090, 0.101, 0.095, 0.108, 0.149, 0.127, -0.009, -0.627, -0.013, -0.018, -0.337, 0.103, 0.070, 0.096, 0.101, 0.092, 0.060, 0.102, 0.065, 0.081]
}

---

{
  "formula": "C15H40ClN5O5",
  "method": "ωB97M-V/def2-TZVPD",
  "total_charge": 4,
  "total_energy_ha": -1704.25994,
  "relative_energy_kj_mol": 0.00,
  "gap_ev": 9.31,
  "species": ["C", "C", "O", "N", "H", "H", "C", "H", "H", "H", "H", "H", "H", "C", "C", "O", "N", "H", "H", "C", "H", "H", "H", "H", "H", "H", "C", "C", "O", "N", "H", "H", "C", "H", "H", "H", "H", "H", "H", "C", "C", "O", "N", "H", "H", "C", "H", "H", "H", "H", "H", "H", "C", "C", "O", "N", "H", "H", "C", "H", "H", "H", "H", "H", "H", "Cl"],
  "xyz": [[-17.49, 16.18, -12.43], [-18.44, 17.01, -13.23], [-18.35, 18.15, -13.52], [-19.59, 16.25, -13.96], [-19.69, 16.79, -14.83], [-19.22, 15.32, -14.21], [-20.79, 16.13, -13.11], [-17.23, 16.75, -11.54], [-16.62, 15.92, -13.03], [-17.97, 15.30, -11.95], [-21.01, 17.07, -12.62], [-20.60, 15.38, -12.34], [-21.58, 15.68, -13.71], [-22.01, 8.14, -9.75], [-22.03, 9.25, -10.74], [-22.61, 9.32, -11.76], [-21.07, 10.44, -10.42], [-20.49, 10.18, -9.63], [-20.50, 10.68, -11.23], [-21.91, 11.69, -10.15], [-21.24, 7.41, -9.99], [-22.97, 7.63, -9.70], [-21.82, 8.51, -8.73], [-22.67, 11.40, -9.42], [-22.33, 12.00, -11.10], [-21.22, 12.47, -9.79], [-17.69, 14.39, -5.74], [-18.34, 13.07, -5.48], [-18.17, 12.33, -4.58], [-19.42, 12.65, -6.51], [-19.03, 12.86, -7.45], [-19.45, 11.63, -6.46], [-20.73, 13.31, -6.32], [-17.08, 14.57, -4.85], [-18.41, 15.20, -5.83], [-17.01, 14.31, -6.59], [-21.13, 13.06, -5.34], [-21.40, 12.99, -7.11], [-20.56, 14.38, -6.37], [-21.49, 16.76, -8.88], [-21.95, 17.06, -7.48], [-21.24, 17.25, -6.57], [-23.45, 17.27, -7.25], [-23.92, 16.40, -7.52], [-23.59, 17.45, -6.25], [-24.06, 18.37, -8.07], [-20.41, 16.61, -8.90], [-21.68, 17.61, -9.54], [-21.95, 15.86, -9.28], [-25.14, 18.22, -8.15], [-23.69, 18.28, -9.08], [-23.83, 19.35, -7.67], [-13.09, 10.18, -11.17], [-14.08, 11.09, -10.55], [-14.24, 11.33, -9.40], [-15.04, 11.89, -11.50], [-14.68, 12.85, -11.45], [-14.91, 11.58, -12.47], [-16.47, 11.83, -11.03], [-13.52, 9.17, -11.15], [-12.14, 10.19, -10.64], [-12.90, 10.44, -12.22], [-16.52, 11.86, -9.95], [-16.90, 10.97, -11.55], [-16.98, 12.66, -11.52], [-18.80, 14.10, -9.53]],
  "nbo_charge": [-0.776, 0.712, -0.387, -0.580, 0.468, 0.434, -0.432, 0.294, 0.280, 0.255, 0.245, 0.226, 0.256, -0.760, 0.716, -0.398, -0.590, 0.429, 0.446, -0.429, 0.299, 0.311, 0.234, 0.233, 0.249, 0.251, -0.750, 0.719, -0.399, -0.619, 0.469, 0.435, -0.419, 0.294, 0.256, 0.273, 0.257, 0.214, 0.232, -0.756, 0.707, -0.416, -0.577, 0.440, 0.471, -0.432, 0.297, 0.264, 0.240, 0.265, 0.225, 0.269, -0.751, 0.727, -0.433, -0.593, 0.448, 0.444, -0.416, 0.293, 0.310, 0.249, 0.265, 0.220, 0.233, -0.943]
}

---

{
  "formula": "C4H5ClN2O3",
  "method": "ωB97M-V/def2-TZVPD",
  "smiles": "C/[N+]([O-])=C/C(=O)Cl.C#[N+][O-]",
  "total_charge": 0,
  "total_energy_ha": -950.59827,
  "relative_energy_kj_mol": 231.65,
  "gap_ev": [7.74, 7.54],
  "species": ["C", "C", "C", "C", "N", "N", "O", "O", "O", "Cl", "H", "H", "H", "H", "H"],
  "xyz": [[0.70, -1.60, -0.72], [1.58, 0.79, -0.87], [0.31, 0.53, -0.42], [-1.58, 0.74, 1.05], [-0.12, 0.85, 0.84], [-0.25, -2.28, -0.63], [-1.27, -2.80, -0.45], [1.91, 0.80, -2.00], [0.63, 0.87, 1.83], [2.89, 1.17, 0.39], [1.64, -1.67, -1.07], [-0.49, 0.47, -1.21], [-1.76, -0.37, 1.16], [-2.09, 1.29, 1.85], [-2.11, 1.23, 0.24]],
  "nbo_charge": [-0.099, 0.524, -0.228, -0.470, 0.175, 0.235, -0.359, -0.501, -0.373, -0.111, 0.239, 0.255, 0.243, 0.249, 0.221]
}